# 1
81
Properties=species:S:1:pos:R:3 method="wB97M-V/def2-TZVPD" multiplicity=3 total_charge=+1 homo_lumo_gap_ev="3.775 / 2.800" s_squared=2.0021
H 1.332 4.861 0.136
C 2.012 3.850 -3.574
H -5.077 -2.792 -1.900
F -0.025 -0.183 0.845
O -1.689 -0.996 5.056
O -0.953 -4.766 -0.721
H -0.010 5.102 0.932
H 1.913 -6.149 0.308
H 1.523 3.090 -4.184
S 0.866 1.197 2.870
H -0.301 4.953 -2.415
C 0.801 -3.465 0.315
H 0.862 -0.720 -2.375
O 2.084 4.874 -1.380
C 0.006 1.073 1.224
O -3.108 -3.670 0.677
H 1.106 0.297 5.853
H 0.765 -0.313 -5.987
H 1.939 -2.698 4.195
O 2.513 -2.528 3.443
H -2.509 -0.900 0.145
C 1.129 -5.882 -0.396
H 1.517 -3.450 1.145
H 2.215 -1.682 3.088
O -0.089 0.958 3.912
H -0.191 -5.197 1.108
H -3.134 -1.199 -1.495
H 4.557 4.509 2.516
C -1.210 -0.937 -4.157
C -2.735 -1.664 -0.592
H -0.434 3.172 -2.702
H 0.530 -6.777 -0.585
O 3.886 -0.062 0.832
H -2.474 3.655 4.954
H -0.308 1.012 -4.577
O -2.399 2.978 4.274
O 0.888 4.753 1.030
H -3.550 -3.647 -2.177
C 0.559 0.229 -2.821
C -0.009 3.961 -2.081
H -2.103 -1.561 4.396
H -4.744 -4.399 -1.175
H 1.521 -5.585 -1.371
O -2.534 1.374 -1.375
H 3.153 0.089 1.452
C -4.324 -3.426 -1.435
H -1.875 2.279 4.682
H -1.960 -0.585 -3.443
H 4.193 0.805 0.559
H -1.618 -4.198 -0.299
O 0.948 -0.549 -5.074
H -4.585 -2.262 0.303
H 3.044 4.802 -1.353
F 0.697 1.789 0.329
H -0.861 -1.923 -3.850
C 0.183 -4.831 0.139
C -3.735 -2.734 -0.210
H 1.892 4.822 -4.051
H 1.371 -3.125 -0.554
C 1.488 3.782 -2.148
H 4.120 3.278 1.675
O 1.714 0.223 6.596
H 3.083 3.631 -3.560
C -0.023 0.021 -4.196
O 3.786 4.009 2.214
Pt 1.815 4.612 2.923
O 1.360 2.604 2.872
O 1.924 0.231 2.794
H -0.376 3.788 -1.064
H -1.697 -1.014 -5.129
F -1.231 1.540 1.348
H 1.410 0.916 -2.826
H -1.791 -2.132 -0.885
H -1.266 -0.286 4.559
H -2.108 2.087 -0.891
H 0.049 -2.711 0.559
H -0.201 0.698 -2.191
H 1.882 -0.720 6.678
H 1.788 2.808 -1.754
H -3.784 -4.284 0.982
H -3.402 1.288 -0.966

# 2
12
Properties=species:S:1:pos:R:3 method="wB97M-V/def2-TZVPD" multiplicity=1 de_lowest_kcal_mol=0.0 total_charge=+1 homo_lumo_gap_ev=9.166 smiles="NNC(=O)/[NH+]=C/I"
H 1.649 -1.236 0.779
H 1.409 1.037 0.247
C -2.856 0.898 -0.096
N -1.722 0.254 -0.041
C -0.409 1.066 0.062
H -1.785 -0.701 0.023
I -4.565 -0.159 0.039
O -0.487 2.275 0.114
H 1.431 -1.209 -0.965
N 0.959 -0.960 -0.050
H -2.785 2.002 -0.268
N 0.689 0.359 -0.064

# 3
15
Properties=species:S:1:pos:R:3 method="wB97M-V/def2-TZVPD" multiplicity=1 de_lowest_kcal_mol=68.2 total_charge=+1 homo_lumo_gap_ev="8.170 / 8.171"
H 2.649 -1.249 0.164
N -2.770 -0.313 -0.157
N -1.577 0.210 0.130
C 0.817 -0.316 0.100
C -0.552 -0.655 0.049
H 1.222 2.857 0.099
N 0.657 2.065 -0.226
N 1.694 -1.359 0.081
H -0.814 -1.656 -0.031
H -2.630 -1.350 -0.239
H -3.551 0.197 0.216
H 1.297 -2.315 0.214
H -0.107 1.884 0.511
N 1.345 0.927 -0.232
H 2.320 1.073 -0.679

The calculation returns the following electronic energy values, one per record and in order: -67195.1342; -16764.8216; -9645.0207 eV.